[1]
This record from OMol25 describes a structure of composition C37H53N2O5Si4V. The level of theory is the ωB97M-V functional and the def2-TZVPD basis.

The geometry in ORCA input format:
```
! RIJCOSX wB97M-V def2-TZVPD def2/J DEFGRID3
* xyz 1 2
V 0.103 -0.183 0.518
C 1.585 3.130 1.697
O 1.539 1.766 1.266
Si 2.495 0.583 2.045
C 4.293 1.015 1.861
C 2.067 0.719 3.860
C 1.847 -0.939 1.172
Si 1.827 -2.437 2.352
C 1.694 -4.053 1.415
C 3.430 -2.528 3.332
C 0.453 -2.299 3.644
Si 2.889 -1.312 -0.418
C 2.091 -2.580 -1.539
C 3.191 0.285 -1.387
C 4.571 -2.016 0.020
H 2.419 3.646 1.217
H 1.689 3.203 2.779
H 0.653 3.623 1.414
H 4.495 1.950 2.390
H 4.607 1.133 0.825
H 4.917 0.247 2.322
H 2.390 1.689 4.245
H 2.576 -0.036 4.458
H 0.995 0.620 4.031
H 2.681 -4.374 1.072
H 1.044 -4.011 0.542
H 1.313 -4.829 2.083
H 4.274 -2.832 2.715
H 3.303 -3.287 4.109
H 3.703 -1.599 3.836
H -0.372 -1.655 3.340
H 0.858 -1.916 4.582
H 0.040 -3.290 3.845
H 1.003 -2.550 -1.565
H 2.398 -3.591 -1.267
H 2.439 -2.395 -2.559
H 2.669 1.162 -0.999
H 2.874 0.148 -2.424
H 4.256 0.525 -1.407
H 4.503 -3.048 0.368
H 5.127 -1.438 0.757
H 5.159 -2.027 -0.903
O -0.594 2.104 -0.435
C -0.480 2.099 -1.869
C -0.144 0.653 -2.300
O -0.151 0.251 -3.421
O 0.156 -0.112 -1.239
C -1.863 2.449 -2.394
C -2.914 1.594 -2.075
C -4.205 1.885 -2.479
C -4.455 3.036 -3.216
C -3.410 3.887 -3.539
C -2.114 3.597 -3.129
C 0.629 3.051 -2.309
C 0.962 4.125 -1.490
C 1.964 5.013 -1.862
C 2.633 4.842 -3.063
C 2.287 3.785 -3.894
C 1.291 2.894 -3.524
H 0.300 2.170 -0.057
H -2.724 0.686 -1.509
H -5.015 1.210 -2.231
H -5.461 3.264 -3.542
H -3.599 4.781 -4.117
H -1.304 4.265 -3.390
H 0.426 4.297 -0.565
H 2.209 5.844 -1.214
H 3.413 5.531 -3.355
H 2.795 3.650 -4.839
H 1.028 2.080 -4.184
N -2.095 1.370 3.710
C -1.788 1.296 2.408
N -2.395 2.089 1.533
O -0.883 0.485 2.052
H -2.870 1.920 4.036
H -1.733 0.653 4.315
H -3.148 2.696 1.806
H -2.035 2.148 0.588
C -1.562 -4.848 -3.225
C -1.424 -5.404 -1.962
C -1.397 -4.584 -0.843
C -1.506 -3.195 -0.967
C -1.651 -2.656 -2.248
C -1.680 -3.472 -3.367
Si -1.485 -2.157 0.580
C -3.178 -1.421 0.933
C -4.038 -1.010 -0.089
C -5.280 -0.460 0.199
C -5.693 -0.323 1.517
C -4.866 -0.756 2.545
C -3.623 -1.298 2.252
H -1.576 -5.486 -4.099
H -1.334 -6.476 -1.846
H -1.289 -5.033 0.138
H -1.721 -1.585 -2.391
H -1.783 -3.031 -4.350
H -1.157 -3.032 1.726
H -3.750 -1.150 -1.125
H -5.940 -0.162 -0.606
H -6.668 0.089 1.741
H -5.203 -0.696 3.573
H -2.998 -1.662 3.063
*
```

Its HOMO-LUMO gap (spin up / spin down) is 0.2873 / 0.2993 Ha. The HOMO energy (spin up / spin down) is -11.101 / -10.831 eV.



[2]
This record from OMol25 describes a structure of composition C37H53N4O2P2Sr. The level of theory is the ωB97M-V functional and the def2-TZVPD basis.

The geometry in ORCA input format:
```
! RIJCOSX wB97M-V def2-TZVPD def2/J DEFGRID3
* xyz 1 1
C -1.388 -1.184 -2.069
C 0.818 -1.812 -1.567
C -1.508 -2.186 -3.028
C 0.699 -2.911 -2.461
C -0.467 -3.106 -3.176
H -2.438 -2.256 -3.588
H 1.550 -3.582 -2.570
H -0.591 -3.963 -3.836
N -0.299 -1.051 -1.295
P -2.773 0.260 -0.111
P 3.054 -0.260 -0.300
C -2.517 -0.162 -1.876
H -2.265 0.771 -2.408
H -3.446 -0.533 -2.328
C 0.414 2.473 3.074
O 0.721 3.506 3.463
C 2.079 -1.591 -0.900
H 2.636 -2.534 -0.835
C 4.331 0.195 -1.677
C 3.882 -1.021 1.290
C -3.599 1.959 -0.146
C -3.918 -1.191 0.389
C 4.573 1.712 -1.549
H 5.093 1.962 -0.613
H 5.209 2.037 -2.384
H 3.634 2.279 -1.587
C 5.663 -0.556 -1.557
H 6.200 -0.316 -0.629
H 5.527 -1.643 -1.647
H 6.312 -0.244 -2.392
C 3.701 -0.130 -3.035
H 4.330 0.304 -3.827
H 3.635 -1.212 -3.212
H 2.699 0.304 -3.131
C 4.859 0.017 1.866
H 4.328 0.909 2.230
H 5.385 -0.434 2.720
H 5.618 0.350 1.145
C 2.791 -1.307 2.341
H 2.326 -0.384 2.737
H 2.010 -1.993 1.974
H 3.259 -1.805 3.204
C 4.604 -2.330 0.953
H 5.434 -2.186 0.256
H 5.028 -2.741 1.881
H 3.926 -3.084 0.541
C -4.486 -0.889 1.786
H -5.052 -1.769 2.127
H -3.688 -0.697 2.520
H -5.179 -0.035 1.779
C -3.019 -2.441 0.465
H -2.647 -2.741 -0.525
H -2.160 -2.287 1.133
H -3.610 -3.278 0.869
C -5.062 -1.486 -0.596
H -5.660 -2.305 -0.164
H -5.734 -0.631 -0.745
H -4.700 -1.837 -1.571
C -2.787 2.898 -1.068
H -3.008 2.721 -2.130
H -3.073 3.938 -0.849
H -1.699 2.810 -0.914
C -3.563 2.503 1.298
H -2.533 2.595 1.675
H -4.019 3.504 1.312
H -4.124 1.869 1.997
C -5.045 1.877 -0.649
H -5.112 1.418 -1.646
H -5.706 1.342 0.047
H -5.435 2.904 -0.737
Sr 0.161 0.040 1.057
N 1.075 1.518 -0.717
C 1.055 1.617 -1.901
C 0.880 2.252 -3.167
C 0.683 3.647 -3.150
C 0.896 1.555 -4.398
C 0.677 4.362 -4.348
H 0.533 4.152 -2.190
C 0.912 2.283 -5.592
H 0.884 0.461 -4.415
C 0.799 3.678 -5.563
H 0.573 5.450 -4.319
H 1.010 1.767 -6.554
H 0.777 4.245 -6.496
N -1.246 0.497 7.137
C -1.190 0.602 5.776
O -1.154 1.696 5.196
C -1.157 -0.682 5.006
C -1.057 -1.964 5.568
C -0.789 -3.047 4.725
C -0.603 -2.822 3.357
N -0.755 -1.597 2.803
C -1.104 -0.562 3.608
H -1.192 1.347 7.679
H -1.143 -0.383 7.622
H -1.182 -2.132 6.639
H -0.703 -4.067 5.098
H -0.337 -3.632 2.672
H -1.322 0.408 3.123
*
```

Its HOMO-LUMO gap is 0.1898 Ha. The energy above the lowest of the compared OMol25 structures with the same formula, charge and spin comes out at 0.529 eV. The HOMO energy is -8.251 eV.



[3]
This record from OMol25 describes a structure of composition C37H54As2BN8S2V. The level of theory is the ωB97M-V functional and the def2-TZVPD basis.

The geometry in ORCA input format:
```
! RIJCOSX wB97M-V def2-TZVPD def2/J DEFGRID3
* xyz 1 2
V -0.329 -0.708 0.489
C 3.079 3.135 -0.810
C 3.174 1.707 -1.357
C 4.335 1.610 -2.350
C 3.305 0.683 -0.268
C 4.514 0.294 0.344
C 4.152 -0.648 1.272
N 2.815 -0.807 1.195
N 2.283 0.006 0.261
B 2.005 -1.687 2.128
N 0.920 -0.929 2.944
C 1.049 -0.727 4.262
C -0.143 -0.253 4.740
C -1.003 -0.184 3.633
N -0.337 -0.610 2.541
C -2.410 0.333 3.859
C -3.440 0.144 2.756
C -2.347 1.815 4.260
N 1.325 -2.820 1.349
C 1.638 -4.104 1.550
C 0.757 -4.873 0.834
C -0.107 -3.977 0.185
N 0.261 -2.715 0.513
C -1.237 -4.564 -0.657
C -2.226 -3.627 -1.373
C -0.642 -5.589 -1.642
H 3.065 3.842 -1.642
H 3.934 3.381 -0.177
H 2.159 3.268 -0.242
H 2.237 1.520 -1.872
H 5.266 1.934 -1.882
H 4.147 2.262 -3.204
H 4.472 0.593 -2.718
H 5.508 0.653 0.134
H 4.751 -1.229 1.953
H 2.746 -2.189 2.918
H 1.969 -0.950 4.776
H -0.375 0.018 5.756
H -2.762 -0.218 4.735
H -3.110 0.632 1.842
H -4.384 0.595 3.065
H -3.620 -0.912 2.562
H -2.041 2.425 3.410
H -1.638 1.978 5.072
H -3.331 2.151 4.589
H 2.451 -4.388 2.194
H 0.734 -5.947 0.793
H -1.814 -5.150 0.063
H -1.824 -2.627 -1.488
H -3.161 -3.552 -0.820
H -2.474 -4.020 -2.360
H 0.120 -5.140 -2.278
H -1.428 -5.995 -2.278
H -0.186 -6.423 -1.112
C -1.105 4.342 -2.328
As 0.134 2.811 -2.368
C 1.362 3.622 -3.686
C -0.807 1.650 -3.641
C -1.600 2.216 -4.637
C -2.271 1.432 -5.563
C -2.146 0.053 -5.507
C -1.359 -0.523 -4.522
C -0.689 0.256 -3.580
As 0.363 -0.633 -2.173
C 0.508 -2.422 -2.970
C 2.131 -0.139 -2.864
H -2.137 4.024 -2.187
H -1.035 4.930 -3.242
H -0.828 4.984 -1.491
H 1.880 4.461 -3.220
H 0.799 3.989 -4.544
H 2.108 2.912 -4.043
H -1.698 3.294 -4.692
H -2.887 1.898 -6.322
H -2.659 -0.573 -6.226
H -1.281 -1.603 -4.483
H -0.397 -3.014 -2.924
H 1.295 -2.941 -2.422
H 0.816 -2.322 -4.009
H 2.898 -0.377 -2.130
H 2.175 0.918 -3.103
H 2.313 -0.704 -3.776
C 2.657 2.844 2.680
C 1.302 3.174 2.160
N 0.449 2.410 1.553
C -0.666 3.107 1.168
C -0.637 4.441 1.460
S 0.782 4.832 2.312
C -1.844 2.500 0.549
C -3.044 3.141 0.619
S -4.219 2.344 -0.319
C -3.049 1.143 -0.736
N -1.867 1.329 -0.205
C -3.488 0.024 -1.615
H 3.411 3.155 1.955
H 2.777 1.784 2.850
H 2.842 3.386 3.607
H -1.371 5.197 1.234
H -3.291 4.039 1.161
H -4.409 -0.419 -1.232
H -2.720 -0.734 -1.686
H -3.697 0.401 -2.618
C -2.004 -1.446 0.566
H -2.176 -2.363 1.127
H -2.930 -1.096 0.122
*
```

Its HOMO-LUMO gap (spin up / spin down) is 0.2936 / 0.3156 Ha. The HOMO energy (spin up / spin down) is -10.812 / -10.730 eV.



[4]
This record from OMol25 describes a structure of composition C37H54Br3N5O7PRe. The level of theory is the ωB97M-V functional and the def2-TZVPD basis.

The geometry in ORCA input format:
```
! RIJCOSX wB97M-V def2-TZVPD def2/J DEFGRID3
* xyz 1 4
Re 0.858 0.083 0.480
C -6.293 -1.614 -2.348
C -5.973 -0.762 -1.111
C -6.424 -1.518 0.141
C -6.754 0.558 -1.186
C -4.472 -0.474 -1.082
C -3.612 -1.104 -0.202
C -2.277 -0.752 -0.239
Br -1.035 -1.720 0.861
C -1.725 0.228 -1.047
O -0.451 0.627 -0.896
C -2.561 0.758 -2.055
C -3.903 0.405 -2.012
C -1.997 1.631 -3.191
C -0.886 0.849 -3.907
C -3.069 1.962 -4.232
C -1.430 2.955 -2.668
H -7.368 -1.791 -2.420
H -5.789 -2.581 -2.291
H -5.968 -1.115 -3.263
H -7.507 -1.643 0.120
H -6.165 -0.971 1.051
H -5.983 -2.515 0.195
H -7.822 0.363 -1.068
H -6.619 1.061 -2.145
H -6.442 1.243 -0.395
H -3.952 -1.852 0.502
H -4.558 0.830 -2.758
H -1.281 -0.086 -4.317
H -0.071 0.619 -3.223
H -0.489 1.444 -4.733
H -3.507 1.062 -4.671
H -2.611 2.536 -5.039
H -3.870 2.573 -3.811
H -0.614 2.788 -1.967
H -2.208 3.532 -2.170
H -1.052 3.546 -3.507
Br -2.369 3.328 1.039
C -0.606 3.982 0.815
C -0.387 5.348 0.934
C 0.898 5.815 0.727
C 1.901 4.916 0.401
C 1.563 3.576 0.313
N 0.334 3.111 0.522
C 2.622 2.582 -0.080
O 3.715 2.959 -0.427
O 2.337 1.285 -0.058
H -1.206 6.013 1.167
H 1.112 6.873 0.810
H 2.919 5.222 0.212
Br -0.711 -2.559 4.187
C -1.659 -0.952 4.537
C -2.868 -1.063 5.204
C -3.619 0.075 5.453
C -3.160 1.313 5.030
C -1.955 1.406 4.353
C -1.184 0.277 4.099
C 0.131 0.450 3.381
O 1.190 0.286 3.919
O -0.039 0.808 2.098
H -3.217 -2.035 5.526
H -4.561 -0.012 5.979
H -3.737 2.207 5.226
H -1.591 2.369 4.026
C 5.575 -1.793 3.519
N 4.184 -1.519 3.171
C 3.230 -1.901 4.210
P 3.726 -1.265 1.621
O 2.262 -0.830 1.679
N 4.805 -0.202 1.043
C 5.329 -0.167 -0.317
C 5.130 0.980 1.854
N 3.828 -2.584 0.623
C 5.109 -3.285 0.524
C 2.699 -3.510 0.538
H 5.826 -1.261 4.438
H 6.248 -1.455 2.736
H 5.741 -2.861 3.689
H 3.532 -1.447 5.155
H 3.195 -2.988 4.344
H 2.244 -1.527 3.965
H 4.906 -0.977 -0.903
H 6.418 -0.271 -0.305
H 5.075 0.786 -0.785
H 4.465 1.054 2.712
H 5.016 1.875 1.242
H 6.161 0.935 2.215
H 5.942 -2.605 0.681
H 5.209 -3.721 -0.472
H 5.179 -4.094 1.258
H 1.763 -3.003 0.742
H 2.811 -4.335 1.250
H 2.649 -3.931 -0.468
C 0.369 -2.997 -2.706
N 1.194 -1.893 -3.195
C 1.423 -1.850 -4.642
C 1.690 -0.990 -2.367
C 2.512 0.140 -2.897
O 1.489 -1.130 -1.124
H 0.852 -3.947 -2.935
H -0.604 -2.963 -3.198
H 0.231 -2.910 -1.635
H 0.903 -2.694 -5.087
H 2.482 -1.934 -4.882
H 1.021 -0.937 -5.076
H 2.405 0.289 -3.965
H 3.559 -0.066 -2.667
H 2.248 1.048 -2.365
*
```

Its HOMO-LUMO gap (spin up / spin down) is 0.3043 / 0.2786 Ha. The energy above the lowest of the compared OMol25 structures with the same formula, charge and spin comes out at 0.205 eV. The HOMO energy (spin up / spin down) is -10.270 / -10.524 eV.



Result set for max |F|: 0.69 4.62 1.62 0.55 eV/A, one per record in the order listed.
Result set for DFT total energy: -109646.2091 -68693.7226 -220872.3605 -282574.7583 eV, one per record in the order listed.